DFT (wB97M-V/def2-TZVPD) results for a structure of composition C2H6INS in a non-equilibrium geometry.

Positions of all 11 atoms, in Å:
H: 0.67952 -1.96260 1.32103
H: 0.61284 -2.56794 -0.26591
I: -3.37115 0.64977 -0.01312
H: -1.06005 2.75683 -0.23926
H: 2.23556 -2.12824 0.20334
N: 0.94752 -0.65471 -0.20781
C: 1.12241 -1.90080 0.34363
S: -0.99880 0.45440 0.52025
C: -0.37247 1.89490 -0.32804
H: 0.69611 2.07018 -0.09581
H: -0.49150 1.38821 -1.23830

## Properties
F_max ... 2.55 eV/Å
2S+1 ... 1
LUMO level (spin up / spin down) ... -1.29 / -0.43 eV
Gap between HOMO and LUMO (spin up / spin down) ... 7.2 / 7.6 eV
HOMO (spin up / spin down) ... -8.483 / -8.016 eV
Charge ... 0

Results of the Mulliken charge analysis, in e, for atoms 1 through 4:
1 H 0.25
2 H 0.28
3 I -0.05
4 H 0.35

=====

DFT (wB97M-V/def2-TZVPD) results for a structure of composition C5H14N4 in a non-equilibrium geometry.

Positions of all 23 atoms, in Å:
N: -0.37043 -0.37827 -1.17013
H: -1.06442 -3.06964 -0.32141
N: -1.59965 1.21584 0.26297
N: -0.04073 2.28327 -1.23581
N: 2.10314 1.04920 0.05715
C: 0.78981 0.90476 0.59969
H: 1.45205 -0.68753 1.88594
H: -1.31788 -0.49156 -1.53381
C: -0.90604 -2.40517 0.52858
H: -1.49545 1.56390 1.20916
H: -0.69758 -3.02033 1.41115
H: -0.29035 -0.35016 2.05434
H: 2.50061 0.27655 -0.47982
C: -0.29003 1.15132 -0.36975
H: 0.95388 2.37556 -1.41344
H: 0.28216 -0.51702 -1.93562
C: 0.23808 -1.46106 0.31345
H: -1.81153 -1.82950 0.72672
H: 1.10587 -1.87742 -0.19077
H: -0.57376 2.23055 -2.09447
C: 0.53558 -0.44462 1.34828
H: 2.72066 1.64426 0.58883
H: -2.22400 1.83708 -0.24121

## Properties
F_max ... 2.65 eV/Å
2S+1 ... 1
LUMO level ... 0.74 eV
Gap between HOMO and LUMO ... 6.3 eV
HOMO ... -5.540 eV
Charge ... 0

Results of the Mulliken charge analysis, in e, for atoms 1 through 4:
1 N -0.64
2 H 0.36
3 N -0.61
4 N -0.59